Entry 1:
Below is C23H16BrHgN5O2 as an isolated structure, with properties calculated with the ωB97M-V functional and the def2-TZVPD basis.

Results
**Total charge**: -1
**Frontier orbital gap (alpha / beta)**: 0.1902 / 0.2550 hartree
**Spin multiplicity**: 2

Atoms and positions in Å:
Hg (0.1717, 0.1857, -0.0274)
O (-4.0111, 0.1056, 1.4575)
C (-2.8955, -0.0376, 0.9353)
N (-1.7541, 0.5946, 1.1760)
C (-1.6024, 1.5834, 2.1539)
C (-2.6649, 2.2743, 2.7440)
C (-2.4400, 3.2689, 3.6836)
C (-1.1456, 3.5952, 4.0534)
C (-0.0730, 2.9238, 3.4861)
C (-0.2712, 1.9145, 2.5403)
N (0.7702, 1.2023, 1.9261)
C (1.9976, 1.1299, 2.4196)
O (2.4921, 1.6841, 3.4119)
C (2.9325, 0.1817, 1.6699)
C (4.2612, 0.1002, 2.0844)
C (5.1134, -0.7758, 1.4431)
C (4.6250, -1.5564, 0.4012)
C (3.2976, -1.4130, 0.0495)
N (2.4738, -0.5674, 0.6693)
C (-2.8076, -1.0939, -0.1605)
C (-3.9892, -1.5415, -0.7497)
C (-3.9208, -2.4670, -1.7721)
C (-2.6777, -2.9377, -2.1782)
C (-1.5576, -2.4560, -1.5303)
N (-1.6198, -1.5655, -0.5398)
H (-3.6682, 2.0061, 2.4568)
H (-3.2860, 3.7830, 4.1251)
H (-0.9595, 4.3688, 4.7893)
H (0.9369, 3.1617, 3.7758)
H (4.5717, 0.7303, 2.9044)
H (6.1497, -0.8543, 1.7482)
H (5.2559, -2.2574, -0.1280)
H (2.8682, -1.9863, -0.7647)
H (-4.9215, -1.1344, -0.3874)
H (-4.8235, -2.8106, -2.2619)
H (-2.5741, -3.6428, -2.9914)
H (-0.5639, -2.7766, -1.8245)
Br (-2.0754, -0.6492, -5.2528)
C (-0.4924, -0.4011, -4.2169)
C (0.7418, -0.8101, -4.7530)
C (1.8677, -0.4959, -3.9496)
C (1.7131, 0.0659, -2.7190)
N (0.4824, 0.3724, -2.1670)
C (-0.6142, 0.1722, -2.9905)
H (0.8196, -1.2766, -5.7217)
H (2.8719, -0.6903, -4.3065)
H (2.5718, 0.3125, -2.1069)
H (-1.5764, 0.4807, -2.6048)

Forces on atoms 1 to 3 (eV/Å):
Hg -0.2 0.5 0.2
O 0.0 0.0 0.0
C 0.0 0.1 0.1

---

Entry 2:
Below is C23H16CaN7O2 as an isolated structure, with properties calculated with the ωB97M-V functional and the def2-TZVPD basis.

Results
**Total charge**: -1
**Frontier orbital gap**: 0.2650 hartree
**ΔE to the lowest compared entry with this formula, charge and spin**: 127.0 kJ/mol

Atoms and positions in Å:
Ca (-1.2045, 0.3353, -0.0322)
O (-2.5139, 1.6478, 0.8950)
C (-3.0545, 2.6442, 0.2525)
C (-4.3938, 3.0198, 0.5218)
C (-4.9992, 4.0751, -0.1210)
C (-4.3059, 4.8374, -1.0725)
C (-2.9983, 4.4987, -1.3481)
C (-2.3497, 3.4251, -0.7243)
C (-0.9351, 3.2084, -1.0806)
N (-0.2605, 2.2087, -0.6715)
N (1.1119, 2.1346, -0.9732)
C (1.5961, 1.0030, -0.5094)
O (0.9408, 0.0554, 0.0728)
C (3.0815, 0.8178, -0.6637)
C (3.9254, 1.8677, -1.0214)
C (5.2949, 1.6586, -1.1314)
C (5.8333, 0.3983, -0.8877)
C (4.9943, -0.6488, -0.5295)
C (3.6249, -0.4365, -0.4141)
H (-4.9265, 2.4261, 1.2554)
H (-6.0291, 4.3181, 0.1164)
H (-4.7808, 5.6689, -1.5751)
H (-2.4349, 5.0755, -2.0771)
H (-0.4427, 3.9605, -1.6981)
H (3.4869, 2.8395, -1.2110)
H (5.9460, 2.4813, -1.4056)
H (6.9016, 0.2362, -0.9720)
H (5.4067, -1.6314, -0.3344)
H (2.9562, -1.2334, -0.1151)
N (-3.7824, -4.0618, 0.0865)
C (-3.8802, -3.0220, -0.4229)
N (-4.0994, -1.8751, -1.0442)
C (-3.2025, -1.0254, -1.4190)
N (-2.4417, -0.2349, -1.8395)
N (0.0467, -3.9972, -0.3648)
C (-0.8107, -2.9714, -0.6045)
N (-0.9150, -2.1413, 0.3950)
C (-0.0534, -2.6612, 1.3707)
C (0.2474, -2.1717, 2.6394)
C (1.1527, -2.8729, 3.4095)
C (1.7562, -4.0505, 2.9322)
C (1.4665, -4.5479, 1.6746)
C (0.5531, -3.8230, 0.9137)
H (0.2386, -4.7542, -0.9945)
H (-1.3362, -2.8787, -1.5448)
H (-0.2117, -1.2620, 3.0033)
H (1.4084, -2.5098, 4.3974)
H (2.4630, -4.5762, 3.5618)
H (1.9295, -5.4549, 1.3050)

Forces on atoms 1 to 3 (eV/Å):
Ca -0.2 -1.9 0.8
O -1.1 1.2 0.3
C 0.3 -0.1 0.2

---

Entry 3:
Below is a single C23H16ClN3O2S molecule, with properties calculated with the ωB97M-V functional and the def2-TZVPD basis.

Results
**Total charge**: 0
**Frontier orbital gap**: 0.2851 hartree
**ΔE to the lowest compared entry with this formula, charge and spin**: 0.0 kJ/mol
**SMILES string**: N#C[C@@H]1C(=O)N[C@@H](/C=C/c2ccc(-c3ccc(Cl)cc3)o2)N(c2ccccc2)C1=S

Atoms and positions in Å:
N (1.3643, -4.4904, 5.2210)
C (1.6189, -4.4579, 4.1106)
C (1.9556, -4.4821, 2.6711)
C (2.7733, -3.2393, 2.3826)
O (3.9989, -3.2184, 2.4105)
N (2.1904, -2.0090, 2.2645)
C (0.8140, -1.9006, 1.8666)
C (0.9032, -0.9693, 0.6819)
C (0.5422, 0.3662, 0.6836)
C (0.6270, 1.2754, -0.4572)
C (1.0190, 0.9717, -1.7232)
C (0.8574, 2.1791, -2.4728)
C (0.4166, 3.1449, -1.5909)
C (0.1495, 4.5497, -1.8581)
C (-0.3122, 5.3533, -0.8113)
C (-0.5939, 6.6968, -1.0363)
C (-0.3620, 7.2524, -2.3046)
Cl (-0.8046, 8.9435, -2.5386)
C (0.1471, 6.4624, -3.3462)
C (0.3526, 5.0989, -3.1394)
O (0.2626, 2.5883, -0.3666)
N (0.1628, -3.2050, 1.4732)
C (-1.1138, -3.1638, 0.7818)
C (-2.2978, -2.7813, 1.4575)
C (-3.5130, -2.7104, 0.7931)
C (-3.5479, -2.9959, -0.5947)
C (-2.3869, -3.4166, -1.2574)
C (-1.1703, -3.4470, -0.5767)
C (0.6784, -4.4345, 1.9258)
S (-0.0538, -5.9057, 1.6141)
H (2.5061, -5.3802, 2.4091)
H (2.8038, -1.3590, 1.7978)
H (0.2481, -1.4146, 2.6398)
H (1.2340, -1.4003, -0.2564)
H (0.2259, 0.8512, 1.6141)
H (1.3660, -0.0054, -2.0919)
H (1.0420, 2.3167, -3.4980)
H (-0.3897, 4.9463, 0.2042)
H (-0.9081, 7.3163, -0.1962)
H (0.3766, 6.8914, -4.3035)
H (0.6029, 4.4942, -4.0129)
H (-2.2305, -2.5748, 2.4992)
H (-4.4121, -2.4657, 1.4099)
H (-4.4895, -2.8580, -1.0820)
H (-2.3984, -3.6092, -2.3214)
H (-0.2551, -3.8044, -1.0759)

Forces on atoms 1 to 3 (eV/Å):
N -0.3 0.1 0.9
C 0.5 -0.4 -1.0
C 0.0 1.6 0.7

---

Entry 4:
Below is C23H16F21LiNO3 as an isolated structure, with properties calculated with the ωB97M-V functional and the def2-TZVPD basis.

Results
**Total charge**: +1
**Frontier orbital gap**: 0.2510 hartree

Atoms and positions in Å:
C (0.3579, -3.8653, -4.9004)
C (0.8795, -3.8552, -3.8020)
C (1.4549, -3.7680, -2.4497)
C (0.3534, -3.2038, -1.5410)
C (0.8380, -2.9904, -0.0765)
C (1.0055, -1.4853, 0.3180)
C (2.2506, -1.4846, 1.2361)
F (3.2927, -1.7699, 0.4418)
F (2.2263, -2.4893, 2.1252)
C (2.6804, -0.1841, 1.9798)
F (1.7022, 0.6270, 2.3832)
F (3.4222, 0.5204, 1.1231)
C (3.6295, -0.4232, 3.2138)
F (4.2896, 0.7265, 3.3520)
F (4.5503, -1.3302, 2.9668)
C (2.8820, -0.6455, 4.5702)
F (1.6967, -1.2056, 4.4470)
F (2.6848, 0.5344, 5.1321)
F (3.6512, -1.3120, 5.3866)
C (1.3850, -0.5327, -0.8383)
O (1.9433, -0.7153, -1.8671)
O (0.9782, 0.7157, -0.3819)
C (-0.2965, 0.5117, 0.2386)
C (-1.3027, 0.9922, -0.8298)
C (-1.5270, 2.5423, -0.8004)
C (-0.9718, 3.2267, -2.0264)
F (0.3624, 3.0771, -1.9980)
F (-1.3655, 2.6181, -3.1585)
C (-1.3595, 4.7223, -2.1814)
F (-1.4134, 5.0851, -3.4405)
F (-2.6316, 4.8196, -1.7348)
C (-0.5310, 5.7121, -1.3289)
F (-0.3961, 5.2640, -0.0940)
F (-1.2689, 6.8201, -1.2244)
C (0.8492, 6.1516, -1.9332)
F (0.8941, 7.4265, -2.1728)
F (1.1959, 5.4725, -2.9981)
F (1.7731, 5.9187, -1.0027)
C (-0.3561, -0.9408, 0.8306)
C (-1.6560, -1.6429, 0.3803)
C (-2.9505, -1.0422, 0.9709)
C (-3.8624, -2.0926, 1.5784)
F (-4.3718, -2.8655, 0.5365)
F (-4.9098, -1.5714, 2.2041)
F (-3.2555, -2.9277, 2.3554)
N (-0.5111, -0.8352, 2.3192)
C (-0.4597, -1.9069, 2.9224)
O (-0.3957, -2.9743, 3.4225)
H (-0.3479, -3.7525, -5.6829)
H (2.3430, -3.1403, -2.4860)
H (1.6710, -4.7894, -2.1371)
H (-0.1536, -2.3388, -1.9688)
H (-0.4059, -3.9927, -1.4825)
H (1.7898, -3.5189, -0.0244)
H (0.2085, -3.5133, 0.6394)
H (-0.3652, 1.1970, 1.0863)
H (-0.8667, 0.7782, -1.8098)
H (-2.2895, 0.5299, -0.8319)
H (-2.5846, 2.7249, -0.6276)
H (-0.9926, 2.9110, 0.0764)
H (-1.7140, -1.5842, -0.7085)
H (-1.6695, -2.7154, 0.5829)
H (-2.8241, -0.1935, 1.6415)
H (-3.5290, -0.6489, 0.1138)
Li (-5.7059, -1.3780, -0.0348)

Forces on atoms 1 to 3 (eV/Å):
C 0.3 0.2 2.1
C -0.4 0.1 -1.6
C -0.8 0.1 -0.9

---

Entry 5:
Below is a single C23H16F2N8O molecule, with properties calculated with the ωB97M-V functional and the def2-TZVPD basis.

Results
**Total charge**: 0
**Frontier orbital gap**: 0.2924 hartree
**SMILES string**: Cn1cnc2ccc(-c3c(-c4ncco4)nc(N)n4nc(Cc5c(F)cccc5F)nc34)cc21

Atoms and positions in Å:
C (-3.1040, 2.2000, 3.8780)
N (-1.7412, 2.4701, 3.3704)
C (-0.9685, 3.6066, 3.7001)
N (0.1556, 3.6806, 3.0176)
C (0.1616, 2.5094, 2.2674)
C (1.1348, 2.0571, 1.3682)
C (1.0014, 0.7967, 0.7686)
C (-0.0878, -0.0487, 1.0965)
C (-0.2288, -1.3361, 0.4093)
C (-0.5256, -2.5413, 1.0608)
C (-0.6140, -2.6578, 2.5623)
N (0.1579, -2.0584, 3.4541)
C (-0.2666, -2.5833, 4.6449)
C (-1.2962, -3.4532, 4.4664)
O (-1.5212, -3.5450, 3.1499)
N (-0.6905, -3.7368, 0.3060)
C (-0.4866, -3.7366, -0.9808)
N (-0.7571, -4.9452, -1.5882)
N (-0.1626, -2.5979, -1.7035)
N (0.0046, -2.3823, -3.0632)
C (0.2271, -1.0964, -3.1583)
C (0.5033, -0.3961, -4.4569)
C (1.3409, 0.8414, -4.2549)
C (0.7597, 2.1425, -4.3294)
F (-0.5670, 2.2908, -4.5034)
C (1.5745, 3.2733, -4.0773)
C (2.8657, 3.1328, -3.7168)
C (3.4587, 1.8449, -3.6343)
C (2.7090, 0.7131, -3.9483)
F (3.2575, -0.4619, -3.7873)
N (0.1915, -0.4401, -1.9131)
C (-0.0998, -1.3710, -1.0584)
C (-1.0881, 0.4156, 1.9483)
C (-0.9526, 1.6771, 2.5313)
H (-3.8070, 2.1395, 3.0749)
H (-3.1223, 1.2343, 4.4240)
H (-3.4089, 2.9573, 4.5372)
H (-1.2627, 4.3433, 4.4212)
H (1.9111, 2.7384, 1.1150)
H (1.7629, 0.4293, 0.1081)
H (0.2187, -2.3327, 5.6050)
H (-1.8367, -3.9756, 5.2245)
H (-0.9348, -4.8476, -2.6084)
H (-1.4143, -5.4907, -1.0366)
H (1.0241, -1.1045, -5.0956)
H (-0.4362, -0.2000, -4.9981)
H (1.0922, 4.2528, -4.0531)
H (3.3966, 4.0229, -3.4033)
H (4.4715, 1.6985, -3.2983)
H (-1.9995, -0.1289, 2.1576)

Forces on atoms 1 to 3 (eV/Å):
C 1.7 -1.7 -0.3
N 0.0 0.6 1.2
C 0.3 -1.4 -1.8

---

Number 1: E_tot -4037.84045 a.u.. Number 2: E_tot -2097.66989 a.u.. Number 3: E_tot -2059.13181 a.u.. Number 4: E_tot -3270.95479 a.u.. Number 5: E_tot -1599.09654 a.u..